(1)
Entry from OMol25: C7H14 as an isolated structure in a non-equilibrium geometry (ωB97M-V/def2-TZVPD).

Structure (XYZ):
```
21
C7H14 ωB97M-V/def2-TZVPD
C 1.359 -0.327 1.661
C 1.210 0.971 0.952
C 2.251 1.432 0.191
C -1.183 0.941 -0.341
C -1.621 -0.350 -0.383
C -1.695 -1.102 -1.669
C -0.580 -1.907 -1.156
H 2.240 -0.893 1.328
H 1.463 -0.071 2.718
H 0.494 -0.994 1.529
H 0.332 1.571 1.118
H 3.254 1.184 0.570
H 1.728 0.026 -1.105
H 2.206 2.398 -0.314
H -1.709 1.645 0.296
H -0.693 1.309 -1.240
H -2.140 -0.783 0.476
H -2.677 -1.544 -1.878
H -1.396 -0.449 -2.492
H 0.272 -2.134 -1.777
H -0.831 -2.639 -0.393
```

Calculated values
- energy (Eh) = -274.8166
- spin multiplicity = 1

(2)
Entry from OMol25: C6H3N2O6P as an isolated structure in a non-equilibrium geometry (ωB97M-V/def2-TZVPD).

Structure (XYZ):
```
18
C6H3N2O6P ωB97M-V/def2-TZVPD
C -3.004 0.417 1.599
C 3.343 0.131 -1.182
C -1.789 -0.219 1.703
C 2.204 -0.591 -1.025
C -2.440 -0.140 -0.425
C 1.775 1.522 -0.620
N -1.398 -0.518 0.396
N 1.241 0.292 -0.539
O -1.203 -0.577 2.774
O 1.958 -1.835 -0.963
O -2.658 -0.403 -1.592
O 1.276 2.597 -0.268
O -3.370 0.535 0.248
O 2.991 1.512 -1.152
P -0.112 -1.406 -0.422
H -3.727 0.849 2.297
H 4.362 -0.228 -1.593
H 0.550 -1.940 0.763
```

Calculated values
- energy (Eh) = -1132.7326
- net charge = -2
- spin multiplicity = 1

(3)
Entry from OMol25: one molecule with the formula C4H11ClN2 in a non-equilibrium geometry (ωB97M-V/def2-TZVPD).

Structure (XYZ):
```
18
C4H11ClN2 ωB97M-V/def2-TZVPD
C -1.371 0.572 -0.559
C -0.190 -0.194 0.042
C -0.202 -1.554 -0.662
C -0.255 -0.383 1.531
N 1.118 0.410 -0.513
N 1.227 1.875 -0.446
Cl 2.619 -0.319 0.106
H -2.192 -0.035 -0.521
H -1.591 1.350 0.029
H -1.140 0.803 -1.536
H -1.014 -2.083 -0.333
H 0.736 -2.070 -0.342
H -0.348 -1.188 -1.702
H 0.240 -1.381 1.744
H 0.353 0.240 2.102
H -1.294 -0.399 1.912
H 1.598 2.161 0.460
H 1.706 2.196 -1.312
```

Calculated values
- energy (Eh) = -728.6054
- spin multiplicity = 1

(4)
Entry from OMol25: a 8-piece molecular cluster, C7H28FN14O7 overall in a non-equilibrium geometry (ωB97M-V/def2-TZVPD).

Structure (XYZ):
```
57
C7H28FN14O7 ωB97M-V/def2-TZVPD
F 0.104 0.550 0.395
C -5.280 -2.563 0.903
O -6.369 -2.890 1.225
N -4.627 -3.401 0.186
N -4.637 -1.512 1.299
H -3.776 -3.172 -0.308
H -5.002 -4.334 0.089
H -5.005 -0.842 1.959
H -3.740 -1.327 0.874
C 4.196 0.226 -4.132
O 4.860 -0.443 -3.315
N 4.550 0.652 -5.249
N 2.959 0.593 -4.037
H 4.007 1.359 -5.724
H 5.550 0.544 -5.340
H 2.429 0.923 -4.832
H 2.667 0.600 -3.070
C -1.035 -4.824 -4.237
O -1.849 -4.287 -4.934
N -0.265 -4.295 -3.355
N -0.846 -6.082 -4.125
H 0.291 -4.929 -2.797
H -0.084 -3.303 -3.300
H -1.373 -6.587 -4.824
H -0.181 -6.630 -3.599
C 2.767 -2.893 3.661
O 3.254 -3.401 4.652
N 1.793 -3.335 3.096
N 3.227 -1.845 3.050
H 1.348 -2.588 2.582
H 1.226 -3.956 3.656
H 2.775 -1.320 2.316
H 4.148 -1.665 3.425
C -3.447 2.607 -3.203
O -4.165 3.051 -4.115
N -2.811 3.320 -2.288
N -3.195 1.311 -3.106
H -2.973 4.316 -2.234
H -1.946 2.908 -1.967
H -3.497 0.699 -3.850
H -2.562 0.962 -2.401
C -1.589 2.514 5.433
O -1.717 2.878 6.560
N -2.208 3.018 4.463
N -0.992 1.415 5.127
H -2.744 3.865 4.582
H -1.893 2.747 3.542
H -0.659 0.868 5.908
H -0.691 1.214 4.185
C 3.803 5.432 2.170
O 4.231 6.603 2.174
N 3.533 4.759 1.120
N 3.680 4.638 3.163
H 3.810 5.084 0.205
H 2.938 3.956 1.269
H 3.784 5.061 4.073
H 3.228 3.749 3.002
```

Calculated values
- energy (Eh) = -1676.7543
- net charge = -1
- spin multiplicity = 1

(5)
Entry from OMol25: one molecule with the formula C5H13NO in a non-equilibrium geometry (ωB97M-V/def2-TZVPD).

Structure (XYZ):
```
20
C5H13NO ωB97M-V/def2-TZVPD
N 2.442 -1.113 -1.358
C 1.058 -1.375 -0.893
C 0.605 -1.185 0.543
C 0.499 0.357 0.985
C -0.286 1.228 -0.141
C -1.760 0.919 -0.155
O -2.406 1.349 1.031
H 2.747 -0.405 -0.737
H 2.903 -1.993 -1.282
H 0.807 -2.492 -1.198
H 0.488 -0.703 -1.580
H 1.104 -1.807 1.402
H -0.532 -1.605 0.456
H 1.520 0.872 0.908
H 0.016 0.397 2.037
H 0.122 1.179 -1.120
H -0.236 2.334 0.066
H -2.162 -0.193 -0.143
H -2.367 1.118 -1.059
H -2.952 0.624 1.469
```

Calculated values
- energy (Eh) = -328.2136
- spin multiplicity = 1